1.
{
  "formula": "C3H3NO2",
  "method": "ωB97M-V/def2-TZVPD",
  "gap_ev": [8.191, 8.190],
  "e_above_lowest_kcal_mol": 107.8,
  "species": ["O", "C", "N", "O", "C", "C", "H", "H", "H"],
  "coordinates": [[-0.5920, 0.9461, 1.9338], [-0.3031, 0.8002, 0.7572], [-0.7856, 1.4375, -0.3464], [-0.3874, 0.6252, -1.4322], [0.1862, -0.4616, -1.0990], [0.3724, -0.5190, 0.3342], [-0.3752, -0.8810, 1.0721], [0.5475, -1.0775, -1.9196], [1.3371, -0.8700, 0.6999]]
}

---

2.
{
  "formula": "C2HClO",
  "method": "ωB97M-V/def2-TZVPD",
  "gap_ev": 8.310,
  "e_above_lowest_kcal_mol": 109.0,
  "species": ["C", "C", "O", "Cl", "H"],
  "coordinates": [[0.1046, -0.7520, 0.0695], [-0.2974, 0.4830, -0.0314], [0.7070, 0.3188, -0.9168], [-1.5144, 1.5907, 0.0466], [1.0002, -1.6405, 0.8322]]
}

---

3.
{
  "formula": "C5H3N4",
  "method": "ωB97M-V/def2-TZVPD",
  "smiles": "N#CC1(C#N)C=NC=[NH+]1",
  "total_charge": 1,
  "gap_ev": 9.766,
  "e_above_lowest_kcal_mol": 5.3,
  "species": ["N", "C", "C", "C", "N", "C", "N", "C", "N", "H", "H", "H"],
  "coordinates": [[0.7228, -3.3686, 0.0818], [0.2935, -2.3696, -0.1627], [-0.3462, -1.0509, -0.5649], [-1.7636, -1.5347, -0.9639], [-2.8308, -1.8700, -1.1089], [0.6210, -0.2673, -1.3433], [0.9412, 0.8007, -0.6675], [0.1800, 0.8471, 0.4382], [-0.6041, -0.2314, 0.5445], [1.0148, -0.7641, -2.2463], [0.1915, 1.8213, 0.9035], [-1.1611, -0.6538, 1.2708]]
}

---

4.
{
  "formula": "C17H14BrNO2S2Sn",
  "method": "ωB97M-V/def2-TZVPD",
  "gap_ev": [5.161, 6.105],
  "species": ["C", "C", "C", "H", "C", "C", "H", "H", "H", "H", "Sn", "Br", "C", "C", "C", "H", "C", "C", "H", "H", "H", "H", "O", "S", "O", "N", "C", "S", "C", "C", "C", "C", "C", "C", "H", "H", "H", "H"],
  "coordinates": [[-1.6649, 3.7509, -0.0761], [-0.2968, 3.5733, 0.1293], [0.2638, 2.9474, -1.0705], [0.3029, 3.8835, 0.9899], [-0.8872, 2.6550, -1.9444], [-2.0325, 3.1618, -1.3276], [-3.0509, 3.1075, -1.7279], [-2.3582, 4.2730, 0.5961], [1.3050, 3.0121, -1.3840], [-0.8256, 2.1061, -2.8842], [0.5361, 0.6555, -0.4128], [1.9192, 0.5995, 1.7393], [-2.3666, -0.6075, 1.7295], [-3.5384, -0.2061, 1.0211], [-4.0214, 0.9860, 1.6297], [-3.9583, -0.7113, 0.1460], [-3.2188, 1.2764, 2.7738], [-2.1683, 0.3119, 2.8111], [-1.3413, 0.2750, 3.5190], [-1.7086, -1.4436, 1.4604], [-4.9456, 1.4952, 1.3824], [-3.3549, 2.1173, 3.4505], [1.0194, -4.9276, 0.6591], [1.1887, -3.5105, 0.8734], [1.5065, -3.0618, 2.2053], [-0.0528, -2.6217, 0.2289], [0.2453, -2.1491, -0.9811], [-0.9369, -1.2461, -1.7985], [1.6876, -2.1231, -1.2889], [2.4037, -1.2274, -2.0971], [3.8019, -1.2794, -2.0784], [4.4612, -2.1620, -1.2240], [3.7431, -2.9560, -0.3275], [2.3584, -2.8637, -0.3205], [1.8657, -0.5188, -2.7402], [4.3723, -0.6441, -2.7524], [5.5483, -2.2458, -1.2502], [4.1988, -3.6815, 0.3416]]
}

---

5.
{
  "formula": "C24H33NO3",
  "method": "ωB97M-V/def2-TZVPD",
  "smiles": "CC(=O)N(CC[C@@]1(c2ccc(C)cc2)CCO[C@@H](C(C)C)C1)Cc1ccco1",
  "gap_ev": 8.443,
  "e_above_lowest_kcal_mol": 501.2,
  "species": ["C", "C", "O", "N", "C", "C", "C", "C", "C", "C", "C", "C", "C", "C", "C", "C", "O", "C", "C", "C", "C", "C", "C", "C", "C", "C", "C", "O", "H", "H", "H", "H", "H", "H", "H", "H", "H", "H", "H", "H", "H", "H", "H", "H", "H", "H", "H", "H", "H", "H", "H", "H", "H", "H", "H", "H", "H", "H", "H", "H", "H"],
  "coordinates": [[-4.6239, -2.5717, -0.8101], [-3.0576, -2.4172, -0.5430], [-2.3052, -3.2736, -0.4971], [-2.7216, -1.1765, -0.3168], [-1.3334, -1.1218, -0.2021], [-0.6455, -0.4590, -1.4321], [0.7776, 0.1440, -1.0209], [1.3938, -1.0540, -0.3193], [1.8287, -2.5543, -0.9231], [2.3928, -3.3155, -0.0500], [2.6375, -3.2779, 1.1390], [3.2223, -4.3429, 2.1629], [2.2504, -2.0891, 1.9943], [1.7870, -1.1868, 1.1961], [1.6340, 0.1655, -2.4008], [2.8654, 0.6904, -2.0587], [2.9259, 1.9353, -1.4547], [2.2949, 1.9915, -0.2987], [2.3378, 3.2124, 0.3941], [1.9670, 3.4691, 1.8877], [1.4805, 4.4510, -0.3142], [0.8260, 1.3041, -0.4933], [-3.4827, -0.1111, -0.4101], [-3.1347, 1.2709, 0.2963], [-3.3604, 1.4577, 1.7964], [-2.6054, 2.7026, 1.9311], [-2.2264, 3.1583, 0.7068], [-2.3768, 2.2910, -0.3008], [-5.2807, -2.1935, -0.0360], [-4.7904, -1.9836, -1.4704], [-4.7814, -3.6925, -1.2091], [-1.2942, -0.3084, 0.8101], [-1.0481, -2.0324, 0.4451], [-0.6885, -1.2748, -2.1253], [-1.1180, 0.3196, -1.7600], [1.5916, -2.3690, -2.0968], [2.5341, -4.2879, -0.4068], [3.5158, -4.0644, 2.9430], [3.9974, -4.7024, 1.6784], [2.5187, -5.0789, 2.2194], [2.6122, -1.8120, 2.8607], [1.4650, -0.1706, 1.7516], [1.6436, -0.9740, -2.9488], [1.0076, 1.0070, -3.0259], [3.6019, 0.8430, -3.1368], [3.6318, -0.0884, -1.5348], [2.7781, 1.2465, 0.2925], [3.3824, 3.4091, 0.3785], [2.4826, 2.5056, 2.2382], [2.1344, 4.2500, 2.5748], [0.8381, 3.1264, 1.9479], [1.9110, 5.2435, 0.1150], [1.7342, 4.3313, -1.2186], [0.4265, 4.1263, -0.2844], [0.4215, 1.3406, 0.6360], [0.2574, 1.8829, -1.0154], [-3.6389, 0.3097, -1.5640], [-4.7183, -0.2116, -0.1104], [-3.6047, 0.8265, 2.6876], [-2.3916, 3.0770, 3.0387], [-1.7108, 3.9434, 0.5514]]
}

---

6.
{
  "formula": "C6H6S",
  "method": "ωB97M-V/def2-TZVPD",
  "gap_ev": [6.876, 6.184],
  "multiplicity": 3,
  "s_squared": 2.038,
  "e_above_lowest_kcal_mol": 40.5,
  "species": ["C", "C", "C", "C", "C", "C", "S", "H", "H", "H", "H", "H", "H"],
  "coordinates": [[0.1941, 1.2045, -0.8997], [0.4239, -0.0153, -0.0630], [-0.0178, -0.1104, 1.3944], [-0.5210, -1.3013, 1.5783], [-0.4906, -1.1644, -1.9898], [-0.3177, -1.2411, -0.6091], [-0.0088, 0.4737, -2.6139], [-0.7801, 1.7730, -0.6005], [0.8158, 2.1070, -1.0241], [1.4794, -0.3285, 0.1481], [0.4324, 0.6135, 2.0902], [-1.1233, -1.8077, 2.1590], [-0.8879, -1.8519, -2.6811]]
}

---

7.
{
  "formula": "C29H41N4O2RhSSb",
  "method": "ωB97M-V/def2-TZVPD",
  "gap_ev": [6.778, 7.347],
  "multiplicity": 2,
  "s_squared": 0.898,
  "e_above_lowest_kcal_mol": 11.5,
  "species": ["Rh", "O", "C", "N", "C", "C", "C", "C", "C", "C", "N", "C", "C", "C", "C", "C", "N", "H", "H", "H", "H", "H", "H", "H", "H", "H", "H", "O", "N", "C", "C", "C", "C", "C", "S", "H", "H", "H", "H", "C", "C", "C", "C", "Sb", "C", "C", "C", "C", "C", "C", "C", "C", "H", "H", "H", "H", "H", "H", "H", "H", "H", "H", "H", "H", "H", "H", "H", "H", "H", "H", "H", "H", "H", "H", "H", "H", "H", "H", "H"],
  "coordinates": [[1.3356, -0.9318, 0.1650], [1.7068, 1.2063, 3.7702], [1.4149, 0.4228, 2.8620], [1.9480, 0.4481, 1.6377], [3.0481, 1.3530, 1.4487], [3.8499, 0.9598, 0.2457], [4.8350, 1.7895, -0.2733], [5.5772, 1.3638, -1.3597], [5.3207, 0.1041, -1.8846], [4.3260, -0.6605, -1.3106], [3.5860, -0.2389, -0.2810], [0.4879, -0.7170, 3.0955], [-0.0613, -0.9370, 4.3525], [-0.8344, -2.0589, 4.5696], [-1.0355, -2.9420, 3.5117], [-0.4620, -2.6505, 2.2886], [0.2671, -1.5600, 2.0801], [3.6959, 1.3270, 2.3340], [2.7174, 2.3963, 1.3626], [5.0080, 2.7587, 0.1768], [6.3454, 1.9952, -1.7859], [5.8736, -0.2714, -2.7345], [4.1071, -1.6525, -1.6810], [0.1517, -0.2113, 5.1263], [-1.2675, -2.2572, 5.5410], [-1.6233, -3.8395, 3.6433], [-0.5742, -3.3176, 1.4425], [1.0589, -3.1348, -0.2530], [1.3775, -3.6581, -1.4136], [1.4880, -5.0032, -1.4997], [1.8358, -5.6141, -2.6721], [2.0800, -4.8365, -3.8046], [1.9515, -3.4676, -3.7085], [1.5872, -2.8627, -2.5030], [1.3550, -1.1711, -2.3357], [1.2794, -5.5234, -0.5776], [1.9238, -6.6902, -2.7096], [2.3562, -5.2982, -4.7424], [2.1287, -2.8261, -4.5590], [-3.3524, 2.7595, 1.2040], [-2.3937, 1.7149, 1.7613], [-3.1543, 0.5633, 2.4082], [-1.4895, 2.3759, 2.7941], [-1.1292, 0.8027, 0.1172], [-2.7008, -0.2519, -1.1240], [-2.2128, -0.3690, -2.5595], [-4.0565, 0.4441, -1.1072], [-2.7907, -1.6458, -0.5102], [-0.5230, 2.6152, -1.0687], [0.0381, 3.6359, -0.0815], [-1.6628, 3.2285, -1.8740], [0.5843, 2.1465, -2.0037], [-3.9726, 3.1479, 2.0225], [-4.0222, 2.3573, 0.4460], [-2.8103, 3.6056, 0.7801], [-3.7526, 0.9450, 3.2447], [-2.4681, -0.1871, 2.8081], [-3.8366, 0.0775, 1.7095], [-2.1111, 2.7573, 3.6141], [-0.9416, 3.2222, 2.3799], [-0.7718, 1.6859, 3.2271], [-2.2342, 0.5892, -3.0800], [-2.8650, -1.0597, -3.1093], [-1.2034, -0.7679, -2.6060], [-3.9802, 1.4799, -1.4410], [-4.5176, 0.4248, -0.1188], [-4.7337, -0.0789, -1.7946], [-1.8239, -2.1547, -0.5704], [-3.5282, -2.2441, -1.0583], [-3.0947, -1.6149, 0.5389], [-0.7579, 4.1669, 0.4432], [0.6360, 4.3777, -0.6233], [0.6826, 3.1634, 0.6638], [-2.4764, 3.5692, -1.2322], [-2.0652, 2.5252, -2.6018], [-1.2833, 4.0958, -2.4291], [1.3880, 1.6541, -1.4524], [1.0140, 3.0059, -2.5326], [0.2073, 1.4440, -2.7485]]
}

---

8.
{
  "formula": "C25H44N2O16PS",
  "method": "ωB97M-V/def2-TZVPD",
  "total_charge": 1,
  "gap_ev": 4.635,
  "e_above_lowest_kcal_mol": 182.9,
  "species": ["C", "O", "C", "C", "C", "C", "C", "C", "C", "N", "N", "C", "S", "P", "O", "O", "O", "H", "H", "H", "H", "H", "H", "H", "H", "H", "H", "H", "H", "H", "H", "H", "H", "H", "H", "H", "H", "C", "C", "C", "O", "C", "O", "O", "H", "H", "H", "H", "H", "H", "C", "C", "C", "O", "C", "O", "O", "H", "H", "H", "H", "H", "H", "C", "C", "C", "O", "C", "O", "O", "H", "H", "H", "H", "H", "H", "C", "C", "C", "O", "C", "O", "O", "H", "H", "H", "H", "H", "H"],
  "coordinates": [[4.4835, 1.2141, -2.5173], [3.5542, 2.1675, -1.8629], [2.3668, 2.4223, -2.7205], [1.2339, 3.1039, -1.7290], [-0.2937, 2.5553, -1.9664], [-1.0521, 3.6889, -2.9306], [-2.0468, 2.9661, -4.0163], [-3.6471, 3.1004, -3.6875], [-4.1259, 2.4161, -2.2748], [-5.4740, 1.7013, -2.4802], [-5.3352, 0.3222, -2.4950], [-5.2907, -0.0912, -3.8300], [-4.7197, -0.8933, -5.2511], [-6.6649, 2.1138, -1.1690], [-6.7808, 3.6708, -0.9154], [-6.3795, 1.2541, 0.3183], [-8.2289, 1.5671, -1.8101], [5.5165, 1.3319, -1.9436], [4.1546, 0.0841, -2.4060], [4.5993, 1.5506, -3.6448], [2.7244, 3.1628, -3.5805], [2.0287, 1.4171, -3.2193], [1.2962, 4.2936, -1.7890], [1.5291, 2.8096, -0.6135], [-0.8455, 2.6342, -0.9113], [-0.3726, 1.4758, -2.4110], [-0.1677, 4.1759, -3.5657], [-1.5366, 4.5598, -2.3158], [-1.8646, 3.5141, -5.0542], [-1.6964, 1.8547, -4.1325], [-4.2175, 2.5830, -4.5983], [-4.0028, 4.2354, -3.7038], [-4.2643, 3.2918, -1.5011], [-3.3108, 1.6921, -1.7930], [-5.9410, 2.0504, -3.3702], [-5.8475, 0.4160, 0.1678], [-8.0779, 1.1927, -2.7324], [4.6464, -3.7233, 0.8440], [4.5156, -3.6895, -0.6652], [5.2863, -2.5753, -1.3070], [4.5484, -2.3376, -2.4918], [3.2576, -2.6810, -2.2113], [2.2970, -2.3905, -2.9035], [3.1804, -3.3925, -1.0443], [5.6834, -3.8893, 1.1489], [4.2902, -2.7896, 1.2924], [4.0255, -4.5239, 1.2600], [4.7830, -4.6636, -1.0919], [6.3169, -2.8584, -1.5394], [5.2936, -1.6522, -0.7169], [3.4083, -9.7780, 1.7566], [4.4662, -8.7410, 2.0752], [3.9542, -7.5993, 2.9008], [4.8192, -6.5421, 2.5282], [5.2106, -6.8045, 1.2472], [5.7611, -6.0022, 0.5126], [4.8990, -8.0890, 0.8910], [3.0217, -10.2434, 2.6676], [2.5735, -9.3338, 1.2037], [3.8258, -10.5595, 1.1128], [5.3373, -9.2173, 2.5406], [4.0194, -7.7966, 3.9746], [2.9281, -7.3060, 2.6529], [4.2358, 1.5220, 3.9337], [4.5454, 0.2573, 3.1587], [5.7447, -0.4804, 3.6735], [6.2060, -1.1558, 2.5177], [5.8389, -0.3834, 1.4539], [6.2663, -0.5173, 0.3201], [4.9286, 0.5682, 1.8279], [3.9999, 1.2998, 4.9781], [5.0783, 2.2212, 3.9015], [3.3834, 2.0424, 3.4841], [3.6607, -0.3892, 3.1172], [5.4913, -1.1909, 4.4655], [6.5449, 0.1790, 4.0273], [-8.5047, 5.0037, 1.1743], [-7.9672, 4.8920, 2.5866], [-8.7569, 3.9589, 3.4545], [-8.5308, 4.4834, 4.7501], [-8.3191, 5.8219, 4.5870], [-8.3277, 6.6401, 5.4907], [-8.1001, 6.1284, 3.2709], [-8.4654, 4.0408, 0.6574], [-9.5388, 5.3650, 1.1727], [-7.9203, 5.7331, 0.6034], [-6.9040, 4.6242, 2.5686], [-8.4065, 2.9251, 3.3855], [-9.8343, 3.9851, 3.2574]]
}

---

It is found that the max |F| values, taken in the order of the records, are 2.11; 5.75; 5.38; 3.31; 17.66; 4.90; 2.23; 8.14 eV/A.
It is found that the total energy values, taken in the order of the records, are -8740.4545; -16653.9470; -11182.5345; -120980.7146; -33035.0289; -17146.0576; -61173.0459; -82489.2617 eV.